[1]
179
Properties=species:S:1:pos:R:3 method="wB97M-V/def2-TZVPD" homo_energy_ev=-11.676 mol_weight_g_mol=965.4 total_charge=+1 total_energy_ha=-3384.34673 homo_lumo_gap_ev=8.31
C 2.5818 -2.6509 -1.0716
C 1.4251 -2.2725 -0.1833
O 1.2693 -3.2409 0.8744
P 0.2282 -2.8416 2.0183
O -1.1311 -2.5925 1.4978
C 0.8834 -1.3951 2.8842
C -0.2508 -0.4107 3.2120
C -0.9255 0.1936 2.0099
C -2.3075 0.4209 2.0017
C -2.9479 0.9266 0.8795
C -2.2032 1.1731 -0.2456
N -0.8778 0.9804 -0.2203
C -0.2315 0.5326 0.8712
O 0.4128 -4.0025 3.0654
C -0.4100 -5.2018 2.9260
C -1.7926 -5.0353 3.5532
H 2.6094 -1.9319 -1.8939
H 3.4911 -2.5114 -0.4879
H 2.4947 -3.6685 -1.4407
H 1.6815 -1.3221 0.2855
H 0.4848 -2.1789 -0.7291
H 1.6974 -0.9141 2.3388
H 1.3239 -1.7209 3.8280
H 0.1090 0.3792 3.8743
H -1.0075 -0.9480 3.7827
H -2.8753 0.1850 2.8924
H -4.0141 1.1008 0.8679
H -2.6269 1.5275 -1.1749
H -0.3374 1.1594 -1.0665
H 0.8372 0.4349 0.7869
H 0.1566 -5.9707 3.4464
H -0.4558 -5.4955 1.8783
H -2.5630 -5.1294 2.7915
H -1.9399 -5.7734 4.3375
H -1.8563 -4.0422 3.9950
C -1.1440 1.9786 7.4399
C -1.2073 2.3191 5.9632
C -1.9570 3.6106 5.6921
O -1.8095 1.2454 5.2189
H -2.1528 1.8491 7.8418
H -0.5960 1.0503 7.5991
H -0.6505 2.7702 8.0027
H -0.1918 2.3993 5.5677
H -2.9925 3.5370 6.0362
H -1.9769 3.8158 4.6237
H -1.4922 4.4570 6.1983
H -2.7105 1.1367 5.5448
C -1.3907 -0.8155 -3.6610
C -1.0871 0.6417 -3.9581
C -1.2754 0.9777 -5.4244
O 0.2386 0.9561 -3.5155
H -0.7021 -1.4752 -4.1936
H -1.2651 -1.0019 -2.5892
H -2.4108 -1.0796 -3.9409
H -1.7477 1.2792 -3.3596
H -0.5933 0.3804 -6.0362
H -1.0553 2.0285 -5.6096
H -2.2931 0.7786 -5.7570
H 0.8533 0.4225 -4.0369
C 3.1694 1.8970 4.3162
C 3.7601 1.5589 5.6753
C 4.8186 0.4720 5.5800
O 2.7253 1.1745 6.5813
H 2.6813 1.0122 3.8902
H 2.4149 2.6789 4.4150
H 3.9318 2.2386 3.6151
H 4.1989 2.4578 6.1094
H 4.3793 -0.4503 5.1856
H 5.2282 0.2516 6.5648
H 5.6358 0.7691 4.9216
H 2.3220 0.3673 6.2433
C -1.3670 4.8004 2.1023
C -1.7650 5.3636 0.7474
C -3.1731 4.9443 0.3597
O -0.8245 4.9644 -0.2523
H -1.3812 3.7037 2.0783
H -0.3562 5.1136 2.3652
H -2.0498 5.1367 2.8821
H -1.7025 6.4517 0.7757
H -3.2297 3.8529 0.2779
H -3.4461 5.3593 -0.6104
H -3.9102 5.2759 1.0915
H -0.8521 4.0039 -0.3053
C -4.4734 9.5741 2.1273
C -4.3071 8.5181 1.0465
C -4.1913 9.1371 -0.3373
O -5.3929 7.5881 1.0856
H -5.3897 10.1454 1.9572
H -4.5487 9.1081 3.1097
H -3.6341 10.2703 2.1350
H -3.4133 7.9258 1.2519
H -5.0992 9.6971 -0.5762
H -4.0685 8.3624 -1.0946
H -3.3435 9.8202 -0.3979
H -6.1974 8.0857 0.9023
C 4.4689 -3.6513 3.9945
C 4.7192 -4.7839 3.0092
C 5.1207 -4.2544 1.6419
O 3.5638 -5.6127 2.9016
H 3.6493 -3.0196 3.6335
H 4.1820 -4.0476 4.9683
H 5.3550 -3.0270 4.1188
H 5.5044 -5.4340 3.3969
H 4.2989 -3.6524 1.2431
H 5.2956 -5.0749 0.9463
H 6.0202 -3.6392 1.6883
H 2.8428 -5.0697 2.5598
C 1.5857 -5.0555 -5.8685
C 2.3307 -3.8128 -5.4151
C 3.4079 -4.1269 -4.3914
O 1.4192 -2.8398 -4.8817
H 1.0884 -5.5287 -5.0171
H 0.8227 -4.7993 -6.6030
H 2.2657 -5.7826 -6.3122
H 2.7830 -3.3265 -6.2822
H 2.9677 -4.5785 -3.4986
H 3.9138 -3.2083 -4.0892
H 4.1406 -4.8295 -4.7886
H 0.9975 -3.2376 -4.1113
C 4.3008 0.6049 -6.6021
C 4.8015 0.1585 -5.2400
C 5.8414 -0.9495 -5.3458
O 3.7045 -0.2655 -4.4116
H 3.8223 -0.2308 -7.1218
H 3.5628 1.4005 -6.4971
H 5.1197 0.9701 -7.2219
H 5.2350 1.0102 -4.7171
H 5.3991 -1.8273 -5.8274
H 6.1596 -1.2415 -4.3441
H 6.7251 -0.6524 -5.9095
H 3.2863 -1.0251 -4.8374
C -5.0352 -0.7200 -8.1092
C -4.7030 0.7355 -8.3998
C -4.9314 1.0844 -9.8611
O -3.3577 1.0298 -8.0154
H -4.3921 -1.3790 -8.6988
H -4.8716 -0.9482 -7.0551
H -6.0726 -0.9467 -8.3569
H -5.3200 1.3808 -7.7722
H -4.2855 0.4755 -10.4998
H -4.6938 2.1315 -10.0457
H -5.9661 0.9051 -10.1542
H -2.7748 0.4826 -8.5535
C 5.5288 3.2511 -2.6276
C 7.0402 3.1841 -2.7820
C 7.7585 3.9382 -1.6741
O 7.4330 3.6714 -4.0629
H 5.1817 4.2868 -2.6793
H 5.0437 2.7026 -3.4337
H 5.2062 2.8313 -1.6735
H 7.3575 2.1393 -2.7722
H 7.4847 4.9965 -1.6997
H 8.8381 3.8688 -1.8031
H 7.4988 3.5428 -0.6911
H 7.1757 4.5981 -4.1203
C -6.3635 0.3782 -3.0465
C -5.8053 0.0993 -1.6599
C -4.7452 -0.9924 -1.6896
O -6.8446 -0.2334 -0.7469
H -6.8428 -0.5199 -3.4445
H -7.1130 1.1675 -3.0046
H -5.5773 0.6806 -3.7406
H -5.3715 1.0210 -1.2587
H -5.1824 -1.9294 -2.0428
H -4.3476 -1.1836 -0.6912
H -3.9224 -0.7197 -2.3520
H -7.2712 -1.0399 -1.0572
C -2.4920 -7.6108 8.9819
C -2.3089 -7.4908 7.4781
C -1.2294 -8.4307 6.9650
O -2.0137 -6.1395 7.1136
H -1.5648 -7.3453 9.4974
H -3.2733 -6.9345 9.3276
H -2.7606 -8.6281 9.2678
H -3.2527 -7.7146 6.9785
H -0.2673 -8.1877 7.4245
H -1.1183 -8.3354 5.8844
H -1.4648 -9.4693 7.1984
H -1.1842 -5.8982 7.5404

***

[2]
179
Properties=species:S:1:pos:R:3 method="wB97M-V/def2-TZVPD" homo_energy_ev=-11.553 mol_weight_g_mol=965.4 total_charge=+1 total_energy_ha=-3384.10797 homo_lumo_gap_ev=7.35
C 0.5129 3.9270 0.9107
C 1.0193 2.4733 1.4172
O 1.7948 2.5545 2.6584
P 2.0178 0.9610 3.2970
O 2.8114 0.1867 2.2325
C 0.3881 0.1207 3.7491
C 0.3160 -1.4411 3.3030
C 0.3185 -1.6601 1.7138
C 1.1081 -2.9054 1.1433
C 1.1055 -3.1112 -0.4129
C 0.3734 -2.0742 -1.3024
N -0.3429 -0.9461 -0.7646
C -0.3871 -0.7574 0.6746
O 2.8581 1.1893 4.7683
C 4.2968 1.2885 4.5518
C 4.9908 -0.1869 4.4811
H -0.0249 3.7174 -0.0940
H -0.3106 4.2370 1.6623
H 1.3512 4.6938 0.8211
H 0.0558 1.8983 1.6931
H 1.6413 1.9490 0.6105
H -0.5396 0.6879 3.3685
H 0.2912 0.1183 4.9012
H -0.5974 -1.9676 3.7792
H 1.2381 -1.9703 3.7568
H 1.6302 -3.6342 1.8615
H 1.6381 -4.0144 -0.8599
H 0.3647 -2.1826 -2.4502
H -0.8349 -0.2504 -1.3588
H -0.9907 0.1255 1.0589
H 4.7337 1.7783 5.5021
H 4.5900 1.9679 3.6835
H 5.4819 -0.2414 3.4426
H 5.7466 -0.3169 5.3247
H 4.1192 -0.9331 4.5943
C -1.0524 -5.3836 5.9231
C -1.2858 -4.9010 4.5007
C -1.7474 -6.0340 3.5990
O -0.0748 -4.3465 3.9818
H -0.2724 -6.1515 5.9517
H -0.7098 -4.5610 6.5566
H -1.9666 -5.7989 6.3537
H -2.0349 -4.1034 4.5018
H -0.9920 -6.8249 3.5460
H -1.8995 -5.6741 2.5790
H -2.6827 -6.4692 3.9594
H 0.5947 -5.0445 3.9767
C 1.5801 1.1552 -3.9044
C 0.2900 0.7276 -4.5886
C 0.3182 1.0484 -6.0738
O -0.8119 1.3960 -3.9782
H 1.7313 2.2358 -3.9929
H 1.5409 0.9279 -2.8342
H 2.4434 0.6451 -4.3395
H 0.1372 -0.3475 -4.4477
H 0.4245 2.1256 -6.2389
H -0.6187 0.7469 -6.5496
H 1.1439 0.5363 -6.5730
H -0.6870 2.3484 -4.0975
C -3.7193 -0.8013 4.7009
C -3.9159 -0.8426 6.2081
C -3.7284 0.5325 6.8292
O -2.9807 -1.7537 6.7830
H -2.7049 -0.4728 4.4471
H -3.8456 -1.7987 4.2700
H -4.4344 -0.1233 4.2278
H -4.9173 -1.2161 6.4377
H -2.7149 0.9073 6.6502
H -3.8611 0.4854 7.9131
H -4.4433 1.2514 6.4203
H -2.0909 -1.4316 6.5856
C -3.0921 -4.8444 0.3264
C -3.2732 -4.8772 -1.1828
C -2.0133 -5.3641 -1.8808
O -3.5985 -3.5686 -1.6491
H -2.2856 -4.1582 0.6091
H -4.0010 -4.4817 0.8144
H -2.8581 -5.8377 0.7169
H -4.1110 -5.5313 -1.4383
H -1.1696 -4.6961 -1.6753
H -2.1532 -5.3716 -2.9651
H -1.7466 -6.3733 -1.5559
H -2.8626 -2.9828 -1.4272
C -4.5374 -9.8338 -2.0127
C -3.8899 -8.6027 -2.6270
C -4.4458 -8.3174 -4.0133
O -2.4800 -8.8024 -2.7141
H -4.3438 -10.7221 -2.6226
H -4.1199 -10.0334 -1.0221
H -5.6186 -9.7052 -1.9172
H -4.0569 -7.7376 -1.9790
H -4.2490 -9.1532 -4.6924
H -3.9631 -7.4372 -4.4470
H -5.5243 -8.1431 -3.9782
H -2.3222 -9.5659 -3.2857
C -0.3890 4.3334 6.4508
C 0.2611 5.5661 5.8419
C -0.3075 5.8687 4.4647
O 1.6676 5.3574 5.7383
H -0.2080 3.4494 5.8294
H 0.0372 4.1209 7.4348
H -1.4685 4.4688 6.5590
H 0.1073 6.4256 6.5000
H -0.1233 5.0377 3.7760
H 0.1767 6.7493 4.0341
H -1.3846 6.0502 4.5128
H 1.8145 4.5980 5.1572
C 3.2722 6.7852 -3.0513
C 1.8246 6.3361 -2.9331
C 1.1981 6.8209 -1.6350
O 1.7644 4.9099 -2.9852
H 3.8757 6.3768 -2.2341
H 3.7127 6.4200 -3.9829
H 3.3501 7.8751 -3.0313
H 1.2510 6.7173 -3.7830
H 1.7298 6.4141 -0.7689
H 0.1612 6.4806 -1.5583
H 1.2140 7.9119 -1.5727
H 2.2692 4.5632 -2.2371
C -2.8270 5.8368 -5.3530
C -3.0148 5.7969 -3.8448
C -2.8220 7.1693 -3.2236
O -2.0754 4.8856 -3.2702
H -1.8145 6.1643 -5.6119
H -2.9565 4.8396 -5.7826
H -3.5437 6.5155 -5.8221
H -4.0150 5.4243 -3.6100
H -1.8081 7.5397 -3.4087
H -2.9482 7.1169 -2.1386
H -3.5364 7.8938 -3.6225
H -1.1858 5.2087 -3.4721
C 4.2169 0.3787 -8.8772
C 2.9266 -0.0474 -9.5603
C 2.9554 0.2724 -11.0464
O 1.8239 0.6234 -8.9518
H 4.3683 1.4592 -8.9678
H 4.1778 0.1534 -7.8076
H 5.0805 -0.1320 -9.3108
H 2.7727 -1.1208 -9.4182
H 3.0632 1.3492 -11.2121
H 2.0182 -0.0285 -11.5220
H 3.7813 -0.2415 -11.5450
H 1.9504 1.5744 -9.0721
C -6.1640 3.5121 -2.6007
C -7.0789 4.6861 -2.2888
C -8.2677 4.2532 -1.4452
O -7.5464 5.2591 -3.5078
H -6.6950 2.7426 -3.1704
H -5.3212 3.8356 -3.2166
H -5.7747 3.0608 -1.6841
H -6.5158 5.4607 -1.7603
H -8.8724 3.5099 -1.9749
H -8.9221 5.1042 -1.2387
H -7.9416 3.8239 -0.4941
H -8.0462 4.5817 -3.9832
C 3.7742 -3.4017 -5.0214
C 3.5719 -3.4290 -3.5145
C 3.7535 -2.0468 -2.9063
O 4.5056 -4.3314 -2.9272
H 4.7876 -3.0732 -5.2731
H 3.6523 -4.4027 -5.4433
H 3.0596 -2.7293 -5.5039
H 2.5691 -3.8035 -3.2850
H 4.7659 -1.6712 -3.0843
H 3.6168 -2.0828 -1.8216
H 3.0381 -1.3339 -3.3254
H 5.3958 -4.0097 -3.1244
C 7.6339 -2.2018 9.5873
C 7.4324 -1.3726 8.3288
C 7.5611 0.1145 8.6192
O 6.1396 -1.6399 7.7865
H 6.8782 -1.9575 10.3410
H 7.5273 -3.2672 9.3663
H 8.6238 -2.0313 10.0180
H 8.1681 -1.6648 7.5745
H 6.8029 0.4389 9.3394
H 7.4026 0.6989 7.7084
H 8.5488 0.3544 9.0210
H 5.4810 -1.3848 8.4466